17
Properties=species:S:1:pos:R:3:nbo_charge:R:1 method="wB97M-V/def2-TZVPD" de_lowest_kcal_mol=41.09 gap_ev=10.42 e_tot_ha=-346.959944 homo_energy_ev=-9.5 smiles="COC[C@@H](C)C=O" lumo_energy_ev=0.868 max_force_ev_per_a=0.60
C -1.04568 -1.53487 -1.90686 -0.25
O -0.09554 -0.62155 -1.41943 -0.55
C -0.56164 0.13776 -0.32911 -0.05
C 0.64562 0.73221 0.39949 -0.35
C 0.23811 1.56751 1.60566 -0.61
C 1.58474 -0.39407 0.78874 0.44
O 1.97398 -0.59041 1.91846 -0.52
H -1.35600 -2.24330 -1.12307 0.17
H -0.57028 -2.08968 -2.71888 0.20
H -1.94211 -1.02754 -2.29385 0.17
H -1.13482 -0.49696 0.36873 0.17
H -1.23566 0.94112 -0.67118 0.17
H 1.18953 1.34803 -0.33294 0.23
H 1.12196 1.93345 2.13453 0.23
H -0.37106 2.42652 1.30592 0.21
H -0.33574 0.96500 2.31788 0.22
H 1.89460 -1.05322 -0.04410 0.13


25
Properties=species:S:1:pos:R:3:nbo_charge:R:1 method="wB97M-V/def2-TZVPD" gap_ev=9.20 e_tot_ha=-1272.443483 homo_energy_ev=-9.4 smiles=CC(C)O[Si](I)(I)OC(C)C lumo_energy_ev=-0.228 max_force_ev_per_a=7.68
C 2.96404 -1.05360 1.39559 -0.63
C 1.89206 -0.03884 1.21323 0.07
C 2.32227 1.30613 1.65878 -0.61
O 1.60151 0.11825 -0.07681 -0.83
Si 0.36858 -1.18152 -1.09625 1.51
I 1.74794 -1.56095 -2.98565 -0.12
I -0.44845 -3.02046 0.29903 -0.18
O -0.93509 -0.40671 -1.61253 -0.96
C -2.19629 -0.14953 -0.97905 0.11
C -2.12449 1.15960 -0.12234 -0.62
C -3.29225 0.13795 -2.03951 -0.64
H 3.57550 -0.84990 0.56711 0.22
H 3.51666 -0.85493 2.39644 0.21
H 2.55327 -2.10569 1.26149 0.21
H 0.99134 -0.20684 1.74749 0.14
H 1.56518 2.07857 1.44312 0.21
H 3.19690 1.69252 1.02615 0.21
H 2.35680 1.20397 2.76841 0.21
H -2.40173 -1.06836 -0.27883 0.19
H -1.93079 2.04825 -0.58878 0.21
H -3.09521 1.20597 0.35390 0.21
H -1.32082 1.05537 0.67350 0.21
H -3.18237 1.01328 -2.74853 0.23
H -4.28703 0.30357 -1.61960 0.22
H -3.43755 -0.82613 -2.65636 0.22


103
Properties=species:S:1:pos:R:3:lowdin_charge:R:1 method="wB97M-V/def2-TZVPD" gap_ev=7.96 total_charge=+1 e_tot_ha=-2458.485964 homo_energy_ev=-10.4 lumo_energy_ev=-2.396 max_force_ev_per_a=0.43
C 8.65507 -1.45938 0.93915 -0.12
C 7.93072 -0.25365 0.35257 -0.27
C 6.65660 0.10587 1.12901 -0.22
C 6.18530 1.55536 0.93581 -0.22
C 4.71041 1.68725 0.53991 -0.22
C 4.31280 3.11763 0.11432 -0.19
C 3.05606 3.69654 0.79592 -0.20
C 2.00546 4.22687 -0.19297 -0.21
C 1.02305 3.14907 -0.64252 -0.20
C 0.06155 2.71274 0.47655 -0.21
C -1.35115 2.41885 -0.03027 -0.20
C -2.32490 2.07338 1.11260 -0.13
C -3.72892 2.67572 1.03407 -0.45
S -3.63630 4.50864 1.34225 0.85
O -4.59521 5.14326 0.47863 -0.25
O -2.26287 4.91893 1.37460 -0.23
C -4.26538 4.70570 3.09463 -0.68
F -4.07575 5.98023 3.37399 0.18
F -5.55293 4.42353 3.20340 0.17
F -3.56721 3.94413 3.91891 0.17
C -4.36727 2.53761 -0.33580 -0.04
N -4.80302 1.10567 -0.51033 -0.01
C -5.16097 0.79309 -1.93794 -0.09
C -4.68248 -0.59039 -2.34644 -0.16
C -5.13893 -0.98446 -3.75500 -0.42
C -6.66607 -1.07444 -3.82772 -0.07
C -4.52451 -2.34146 -4.12174 -0.07
C -5.88987 0.87477 0.50021 -0.15
C -6.65300 -0.43874 0.31122 -0.14
O -7.60859 -0.52623 1.35758 -0.12
O -8.90527 -0.39170 0.72364 0.01
C -5.28702 0.99012 1.90390 -0.23
C -4.49519 -0.24405 2.35517 -0.15
C -3.67221 -0.01826 3.61726 -0.23
C -3.00549 -1.31055 4.10331 -0.09
O -4.56719 2.21384 2.06613 -0.07
H 7.98236 -2.31779 0.98079 0.06
H 9.52513 -1.73838 0.34488 0.07
H 9.00201 -1.22365 1.94715 0.07
H 8.59412 0.61454 0.36648 0.10
H 7.67225 -0.44956 -0.69169 0.11
H 6.85382 -0.08177 2.18795 0.11
H 5.85161 -0.56994 0.82489 0.10
H 6.80063 2.05620 0.18210 0.11
H 6.32610 2.11500 1.86471 0.11
H 4.10612 1.38313 1.39980 0.10
H 4.51239 0.98126 -0.27134 0.11
H 5.16415 3.77308 0.30774 0.11
H 4.16955 3.12132 -0.96875 0.10
H 3.35209 4.51296 1.45710 0.11
H 2.60830 2.91971 1.41932 0.09
H 1.46706 5.08276 0.22255 0.11
H 2.52779 4.60526 -1.07710 0.11
H 1.58811 2.28162 -0.99251 0.12
H 0.43674 3.53590 -1.48206 0.11
H 0.00067 3.49481 1.23769 0.11
H 0.45046 1.81856 0.97077 0.12
H -1.28274 1.57493 -0.72254 0.12
H -1.68119 3.30832 -0.57204 0.11
H -2.44234 0.98805 1.18751 0.11
H -1.88654 2.38463 2.06283 0.13
H -5.25348 3.15688 -0.45250 0.14
H -3.67095 2.78788 -1.13063 0.14
H -3.99430 0.52488 -0.27258 0.17
H -6.23300 0.92453 -2.06193 0.13
H -4.65328 1.53243 -2.55794 0.14
H -5.03734 -1.35665 -1.65075 0.12
H -3.58735 -0.60116 -2.30290 0.13
H -4.76819 -0.24676 -4.47122 0.14
H -6.96869 -1.62982 -4.71500 0.09
H -7.03370 -1.64366 -2.96780 0.09
H -7.15923 -0.10264 -3.84142 0.08
H -4.54850 -2.48723 -5.20211 0.09
H -3.48157 -2.41586 -3.81174 0.08
H -5.08778 -3.15806 -3.66842 0.09
H -6.60079 1.69225 0.35755 0.18
H -6.00470 -1.31329 0.37273 0.13
H -7.19162 -0.43350 -0.63492 0.12
H -9.43426 -0.05857 1.46171 0.12
H -6.14197 1.06828 2.57572 0.17
H -3.86486 -0.66177 1.55825 0.12
H -5.24062 -1.00837 2.59294 0.13
H -2.91276 0.74460 3.45711 0.10
H -4.33633 0.35819 4.39903 0.13
H -3.63884 -2.17576 3.89003 0.08
H -2.83195 -1.29139 5.17627 0.08
H -2.05689 -1.48440 3.59204 0.08
C 6.79687 -7.47375 -2.73608 -0.11
O 7.11601 -7.37780 -1.36088 -0.19
C 8.34656 -6.72108 -1.10614 -0.20
C 8.14056 -5.29284 -0.65841 -0.21
O 7.58012 -4.48939 -1.68569 -0.19
C 6.19605 -4.25388 -1.52980 -0.11
H 5.77328 -7.83763 -2.80555 0.09
H 6.86774 -6.50397 -3.23508 0.08
H 7.45775 -8.18531 -3.24238 0.09
H 8.98402 -6.74289 -1.99524 0.13
H 8.85678 -7.27091 -0.30959 0.13
H 9.11019 -4.85851 -0.39653 0.12
H 7.50668 -5.26740 0.23359 0.13
H 6.00613 -3.57652 -0.68821 0.08
H 5.64364 -5.18360 -1.37056 0.08
H 5.84258 -3.78192 -2.44528 0.09